Computed, not measured: the molecule CH4N4 in a non-equilibrium geometry, with ωB97M-V/def2-TZVPD.

Multiplicity: 1
Lowest unoccupied orbital energy: 0.0339 Eh
Relative energy (zero: lowest compared OMol25 entry of this formula, charge and spin): 105.6 kcal per mole
Net charge: 0
HOMO energy: -8.13 eV
SMILES string: C1=NNNN1

```
9
CH4N4 ωB97M-V/def2-TZVPD
C 0.81283 -0.90826 -0.21619
N -0.64944 0.73837 0.50757
H 1.17540 0.61842 1.32022
H 1.77197 -1.38909 -0.15295
N 0.44863 0.00361 0.96433
N -1.31298 -0.09990 -0.36908
H -1.76504 0.43749 -1.11080
H -0.37095 1.64316 0.09250
N -0.11043 -1.04380 -1.03561
```